i) ORCA calculation (the ωB97M-V functional and the def2-TZVPD basis) on a single C16H23NO4S molecule.

Values from the calculation:
- Orbital gap: 10.09 eV
- SMILES: CCCCS(=O)(=O)N1CCC[C@@H](C(=O)Oc2ccccc2)C1
- E_LUMO: 0.732 eV

Structure (ORCA input):
```
! wB97M-V def2-TZVPD RIJCOSX def2/J DEFGRID3
* xyz 0 1
C -0.4875 -4.7501 -0.5242
C -0.2686 -3.2435 -0.4559
C 1.0321 -2.8375 -1.1454
C 1.2802 -1.3412 -1.0874
S 1.8141 -0.9063 0.6008
O 0.7053 -0.9844 1.5130
O 2.9703 -1.7087 0.8771
N 2.3138 0.6796 0.6338
C 3.2717 1.1418 -0.3367
C 2.5862 1.9521 -1.4389
C 1.7927 3.1053 -0.8227
C 0.8092 2.6215 0.2484
C -0.3622 1.8386 -0.2981
O -0.3681 1.1776 -1.3056
O -1.4076 1.9512 0.5252
C -2.5000 1.0986 0.3179
C -3.7039 1.6345 -0.1086
C -4.7927 0.7960 -0.2728
C -4.6723 -0.5600 -0.0189
C -3.4627 -1.0821 0.4082
C -2.3657 -0.2558 0.5807
C 1.5372 1.7071 1.2611
H 0.3282 -5.2744 -0.0325
H -0.5368 -5.0850 -1.5586
H -1.4169 -5.0238 -0.0310
H -0.2308 -2.9259 0.5859
H -1.1039 -2.7299 -0.9385
H 1.8747 -3.3378 -0.6629
H 1.0011 -3.1548 -2.1919
H 0.3945 -0.7599 -1.3217
H 2.1063 -1.0583 -1.7326
H 4.0117 1.7688 0.1774
H 3.7850 0.2635 -0.7289
H 3.3370 2.3482 -2.1244
H 1.9035 1.3165 -2.0012
H 2.4845 3.8093 -0.3534
H 1.2484 3.6354 -1.6064
H 0.4013 3.4731 0.8002
H -3.7783 2.6930 -0.3056
H -5.7355 1.2047 -0.6042
H -5.5240 -1.2100 -0.1528
H -3.3681 -2.1379 0.6118
H -1.4178 -0.6420 0.9265
H 2.2110 2.3274 1.8654
H 0.8254 1.2129 1.9231
*
```

ii) ORCA calculation (the ωB97M-V functional and the def2-TZVPD basis) on a single C16H23NO4S molecule.

Values from the calculation:
- Orbital gap: 8.56 eV
- SMILES: CCCCOc1ccc(NC(=O)CSCC(=O)OCC)cc1
- E_LUMO: 0.569 eV

Structure (ORCA input):
```
! wB97M-V def2-TZVPD RIJCOSX def2/J DEFGRID3
* xyz 0 1
C 6.6516 0.0206 1.0465
C 5.4240 -0.8776 1.1454
C 4.4568 -0.7048 -0.0245
C 3.8015 0.6786 -0.0543
O 2.8191 0.7866 -1.0648
C 1.6092 0.1856 -0.9005
C 0.7633 0.2288 -2.0116
C -0.4954 -0.3259 -1.9591
C -0.9514 -0.9386 -0.7925
N -2.2417 -1.4792 -0.7947
C -2.9504 -1.9849 0.2411
O -2.5531 -2.1476 1.3736
C -4.3667 -2.3706 -0.1664
S -5.3253 -0.9217 -0.7235
C -5.4177 0.0333 0.8259
C -4.5158 1.2501 0.8207
O -4.8855 2.3480 1.1408
O -3.2776 0.9392 0.4507
C -2.3134 1.9955 0.4288
C -2.3070 2.7040 -0.9165
C -0.1130 -0.9867 0.3134
C 1.1535 -0.4305 0.2606
H 7.3484 -0.2067 1.8499
H 7.1607 -0.1350 0.0981
H 6.3773 1.0693 1.1233
H 5.7493 -1.9198 1.1697
H 4.8999 -0.6743 2.0823
H 3.6723 -1.4622 0.0431
H 4.9839 -0.8613 -0.9677
H 3.3806 0.9283 0.9280
H 4.5378 1.4419 -0.3169
H 1.1213 0.7078 -2.9089
H -1.1343 -0.2887 -2.8306
H -2.7543 -1.3373 -1.6560
H -4.8838 -2.8357 0.6727
H -4.3562 -3.0557 -1.0141
H -6.4491 0.3560 0.9627
H -5.1210 -0.6324 1.6357
H -1.3555 1.5091 0.6232
H -2.5506 2.7011 1.2312
H -2.0878 1.9969 -1.7123
H -3.2756 3.1625 -1.1013
H -1.5449 3.4776 -0.9136
H -0.4548 -1.4567 1.2201
H 1.7714 -0.4871 1.1425
*
```

Least stable = i)

i) ORCA calculation (the ωB97M-V functional and the def2-TZVPD basis) on 2 unconnected molecules or ions with the total composition C3H13N2.

Values from the calculation:
- Orbital gap: 12.28 eV
- E_LUMO: -2.908 eV

Structure (ORCA input):
```
! wB97M-V def2-TZVPD RIJCOSX def2/J DEFGRID3
* xyz 1 1
C 0.4034 1.4193 0.8705
N -0.0973 0.3691 -0.0560
C -1.5960 0.3895 -0.1389
C 0.4702 0.5083 -1.4077
H 0.0031 1.1897 1.8563
H 0.0111 2.3754 0.5386
H 1.4865 1.3907 0.9017
H -1.9234 -0.4767 -0.7021
H -1.9910 0.3792 0.8745
H -1.8898 1.3220 -0.6149
H 0.0419 -0.2138 -2.1004
H 1.5511 0.3623 -1.4100
H 0.2948 1.5072 -1.8072
N 0.6914 -2.2672 0.6553
H 0.7182 -2.7411 1.5478
H 1.5952 -2.3828 0.2065
H -0.0029 -2.7347 0.0827
H 0.1577 -0.5864 0.3095
*
```

ii) ORCA calculation (the ωB97M-V functional and the def2-TZVPD basis) on 2 unconnected molecules or ions with the total composition C3H13N2.

Values from the calculation:
- Orbital gap: 10.26 eV
- E_LUMO: -3.596 eV

Structure (ORCA input):
```
! wB97M-V def2-TZVPD RIJCOSX def2/J DEFGRID3
* xyz 1 1
C 1.2690 0.3817 0.6673
N 2.0224 1.5928 0.3556
C 0.7988 -0.1766 -0.6624
N -0.1496 -1.2907 -0.3983
H 0.4223 0.5653 1.3136
H 1.9563 -0.3840 1.1407
H 1.4081 2.3956 0.4681
H 2.7365 1.6738 1.1311
H 1.6224 -0.6445 -1.1732
H 0.2480 0.5700 -1.2542
H -0.4748 -1.7221 -1.2839
H 0.2741 -2.0442 0.1995
H -0.9890 -0.9979 0.0935
C -3.2468 -0.2815 -0.0458
H -2.9143 -1.3017 -0.0372
H -2.5584 0.5361 -0.1306
H -3.7979 -0.1394 0.9653
H -3.9690 -0.1637 -0.8884
*
```

Least stable = ii)